No. 1
ORCA calculation (wB97M-V/def2-TZVPD) on C38H58N6O5PTi as an isolated structure.

The charge is +1. Its HOMO energy (spin up / spin down) is -8.5 / -10.3 eV. Its relative energy (zero: lowest compared OMol25 entry of this formula, charge and spin) is 0.516 eV. The value obtained for the gap between HOMO and LUMO (spin up / spin down) is 6.31 / 7.72 eV. The value obtained for the molar mass is 757.8 Da. The multiplicity is 3. The max |F| is 3.3 eV Å⁻¹.

The geometry in XYZ format:
```
109
Properties=species:S:1:pos:R:3:forces:R:3:lowdin_charge:R:1
Ti 0.10920 -1.06049 0.61903 1.591 -0.523 -0.416 0.8688
C 1.81919 -6.37397 1.13755 -0.072 0.080 0.132 -0.0488
C 2.05472 -4.99229 1.76973 0.192 -0.046 0.002 -0.3869
C 3.48078 -4.91919 2.31586 -0.130 0.086 -0.016 -0.0646
C 1.72104 -3.95200 0.72197 -0.140 -0.018 0.042 -0.2313
C 0.38953 -3.53167 0.58682 0.054 -0.289 -0.605 -0.0866
C -0.04988 -2.92592 -0.62431 0.381 -1.254 -0.495 -0.1682
C 0.89035 -2.64928 -1.63849 -0.249 -0.155 -0.089 -0.2855
C 0.40875 -2.26856 -3.01265 0.128 0.031 0.118 -0.0298
C 2.23063 -2.88720 -1.39040 0.011 -0.138 -0.007 -0.0220
C 2.64023 -3.56048 -0.24074 -0.006 0.038 -0.040 -0.0110
H 2.06143 -7.16455 1.84847 -0.016 -0.020 0.000 0.0840
H 2.45540 -6.49256 0.25959 0.008 -0.027 -0.012 0.0895
H 0.78093 -6.49208 0.82633 0.002 -0.032 -0.028 0.0822
H 1.35533 -4.87937 2.60504 -0.009 0.059 -0.021 0.1330
H 4.20852 -5.21523 1.55973 0.026 0.011 -0.004 0.0813
H 3.58379 -5.60577 3.15579 0.047 -0.007 0.002 0.0860
H 3.73116 -3.91484 2.65944 0.065 -0.011 0.010 0.0665
H -0.35418 -3.94801 1.25919 0.015 0.143 0.096 0.1202
H -1.09437 -3.02021 -0.90694 -0.016 0.241 0.096 0.1227
H -0.58442 -1.81945 -2.97643 0.007 0.059 -0.058 0.0650
H 0.34703 -3.16939 -3.62780 -0.037 0.047 -0.042 0.0962
H 1.09842 -1.58005 -3.49859 -0.049 0.040 -0.042 0.0796
H 2.96308 -2.65246 -2.15308 -0.001 0.057 0.004 0.1278
H 3.68067 -3.84361 -0.14780 0.003 0.004 0.038 0.1204
C -2.25369 2.52655 -8.33126 -0.072 -0.029 0.081 -0.0491
C -2.64835 1.93340 -7.00659 -0.022 0.065 -0.008 -0.2820
C -2.37465 0.61016 -6.68692 0.026 0.007 0.014 -0.0450
C -2.74735 0.07710 -5.46245 0.011 0.013 0.125 -0.0331
C -3.39913 0.86521 -4.52117 0.127 0.115 -0.135 -0.2319
N -3.68385 0.29361 -3.25743 0.116 0.015 0.273 0.1433
C -4.65995 0.71823 -2.39806 -0.144 -0.235 -0.311 -0.5045
O -5.44533 1.60941 -2.62075 0.097 0.100 0.106 0.0972
N -4.81369 -0.05406 -1.23692 0.138 -0.047 0.312 0.1351
C -3.95052 -0.67160 -0.32918 0.112 -0.151 -0.003 -0.2005
C -4.58496 -1.39782 0.69098 0.222 0.009 -0.015 -0.0009
C -3.81673 -2.03737 1.64442 -0.375 0.012 0.034 -0.0411
C -2.44994 -1.94711 1.60227 0.480 -0.090 -0.174 -0.1324
N -1.80077 -1.23497 0.64673 -3.338 0.094 -0.187 -0.1273
C -2.55615 -0.61223 -0.31234 -0.261 0.021 0.155 -0.0411
C -3.69569 2.18989 -4.83300 -0.027 0.049 0.083 -0.0132
C -3.32287 2.70497 -6.06270 0.077 -0.158 -0.025 -0.0330
H -1.63002 1.83773 -8.89808 0.006 0.032 -0.046 0.0749
H -1.70689 3.45949 -8.18920 0.029 -0.018 -0.039 0.0812
H -3.14172 2.75655 -8.92195 0.031 -0.011 -0.063 0.0855
H -1.86200 -0.02021 -7.40325 -0.002 0.000 -0.008 0.1125
H -2.52422 -0.95979 -5.23489 0.006 -0.022 -0.008 0.1076
H -3.34374 -0.64503 -3.12400 0.020 -0.011 0.081 0.1349
H -5.73270 0.09211 -0.84883 -0.047 0.156 -0.101 0.1447
H -5.66493 -1.44537 0.72027 -0.020 -0.058 0.000 0.1218
H -4.29310 -2.60254 2.43285 0.035 -0.030 0.023 0.1181
H -1.82453 -2.43334 2.33968 -0.012 0.052 0.039 0.1129
H -2.00133 -0.00109 -1.01172 -0.067 0.019 -0.147 0.1031
H -4.22840 2.80457 -4.12595 0.011 0.017 0.016 0.1046
H -3.56408 3.73417 -6.29953 -0.008 0.021 0.040 0.1189
C -0.61486 3.22189 -1.66579 0.207 -0.055 0.210 -0.0099
C 0.73951 2.60756 -2.00319 -0.242 0.198 -0.490 -0.5936
C 0.57912 1.30195 -2.76072 0.257 -0.040 0.336 -0.0236
C 1.58380 3.59066 -2.79999 0.048 -0.080 0.181 -0.0144
O 1.50611 2.36950 -0.78326 -0.051 -0.374 0.273 -0.1475
P 1.26439 1.22748 0.27704 0.367 0.959 0.303 0.3261
O -0.20336 1.05435 0.65433 0.220 0.325 -0.255 -0.3179
O 1.74168 -0.16151 -0.12873 0.434 0.570 -0.438 -0.2921
O 2.15268 1.69493 1.49559 -0.047 0.046 -0.268 -0.1358
C 2.45688 3.06639 1.92127 0.108 0.414 0.194 -0.5802
C 2.83162 2.93797 3.39251 -0.068 -0.151 -0.165 -0.0226
C 1.24219 3.98210 1.76491 0.058 -0.212 -0.102 -0.0150
C 3.64614 3.57367 1.11274 -0.140 -0.276 -0.025 -0.0104
H -1.19231 3.33252 -2.58096 -0.068 0.011 -0.074 0.0908
H -0.48964 4.20851 -1.21720 -0.003 -0.014 0.011 0.0902
H -1.16094 2.59056 -0.96726 -0.073 -0.022 -0.020 0.0709
H 0.04416 1.47209 -3.68662 -0.162 -0.001 -0.198 0.0971
H 0.02878 0.58440 -2.14909 -0.108 -0.068 -0.138 0.0577
H 1.56071 0.87986 -2.98022 -0.033 -0.054 -0.023 0.0999
H 1.07603 3.85074 -3.72846 0.010 -0.016 -0.007 0.0977
H 2.55547 3.15292 -3.02959 -0.002 0.023 -0.052 0.0947
H 1.73988 4.50122 -2.22061 0.004 0.020 -0.029 0.0909
H 1.97069 2.60651 3.97616 0.008 -0.002 0.041 0.0733
H 3.17559 3.89806 3.77428 -0.035 0.031 0.002 0.0987
H 3.63707 2.21383 3.51000 0.040 0.043 0.030 0.0823
H 0.33034 3.44485 2.03329 -0.028 0.062 0.073 0.0867
H 1.15166 4.33022 0.73894 -0.076 0.018 -0.021 0.0748
H 1.34809 4.85134 2.41286 0.019 -0.012 0.020 0.0964
H 4.53389 2.98108 1.33502 0.029 0.036 0.013 0.0947
H 3.84301 4.61901 1.34854 0.011 0.003 0.046 0.0988
H 3.42858 3.48450 0.05097 0.044 0.107 -0.027 0.0753
C -0.84810 1.58551 5.29506 -0.002 -0.107 -0.039 -0.1476
C -1.77212 1.04950 4.22010 0.003 -0.002 0.132 -0.1572
N -1.03954 0.21987 3.27177 0.216 0.156 0.139 0.0891
C 0.18483 -0.32566 3.50184 -0.010 -0.168 0.161 -0.3267
N 0.74845 -1.01223 2.51633 0.145 0.334 1.463 -0.0405
C 2.08760 -1.56921 2.73202 0.021 0.062 0.307 -0.1941
C 2.86361 -0.77886 3.76923 -0.179 -0.110 -0.110 -0.1319
C 2.04403 -0.71956 5.04088 0.169 -0.100 -0.116 -0.1287
N 0.72459 -0.18757 4.73395 -0.037 0.064 -0.055 -0.0238
C -0.03219 0.42014 5.82176 -0.074 0.108 -0.037 -0.1328
H -1.42462 2.04307 6.09765 -0.003 0.001 0.008 0.1239
H -0.17609 2.33860 4.87880 -0.009 0.029 0.006 0.1070
H -2.24629 1.86377 3.67343 -0.024 -0.051 -0.043 0.1282
H -2.55918 0.44871 4.68682 -0.047 0.076 -0.030 0.1213
H -1.19139 0.41976 2.29529 -0.029 0.052 -0.068 0.0835
H 2.61654 -1.53858 1.77886 0.027 -0.147 0.037 0.1082
H 1.99616 -2.60872 3.06060 0.039 -0.008 -0.119 0.1052
H 3.01454 0.22691 3.38238 0.096 0.008 0.052 0.0867
H 3.83175 -1.24200 3.95707 0.015 0.010 0.012 0.1265
H 2.51747 -0.05523 5.76561 -0.082 -0.002 0.037 0.1261
H 1.95974 -1.71222 5.49741 0.026 0.018 0.024 0.1341
H 0.67982 0.75557 6.57443 0.012 -0.052 0.001 0.1251
H -0.69265 -0.32270 6.28363 0.044 0.022 0.066 0.1349
```
Positions in Å, forces in eV/Å.

=====

No. 2
ORCA calculation (wB97M-V/def2-TZVPD) on C38H58N6O5PTi as an isolated structure.

The charge is +1. Its HOMO energy (spin up / spin down) is -9.0 / -10.3 eV. Its relative energy (zero: lowest compared OMol25 entry of this formula, charge and spin) is 0.000 eV. The value obtained for the gap between HOMO and LUMO (spin up / spin down) is 6.50 / 7.72 eV. The value obtained for the molar mass is 757.8 Da. The multiplicity is 3. The max |F| is 1.1 eV Å⁻¹.

The geometry in XYZ format:
```
109
Properties=species:S:1:pos:R:3:forces:R:3:lowdin_charge:R:1
Ti -0.28927 0.63216 0.63075 0.759 -0.669 0.024 0.8702
C -0.52887 3.71045 -4.14870 0.029 0.106 -0.044 -0.0484
C -1.31428 2.81815 -3.18156 0.006 -0.027 0.059 -0.3847
C -2.80573 2.88488 -3.49279 -0.182 0.071 -0.041 -0.0597
C -0.96546 3.16506 -1.74742 0.099 -0.223 -0.124 -0.2168
C -1.66352 4.07762 -0.98487 -0.158 0.148 0.123 -0.0078
C -1.25781 4.39798 0.31930 -0.225 0.072 -0.074 -0.0290
C -0.12841 3.83574 0.87702 0.010 -0.080 0.070 -0.2765
C 0.36663 4.21401 2.24799 0.041 0.047 0.038 -0.0287
C 0.58964 2.91288 0.09738 0.473 0.497 0.135 -0.1248
C 0.17023 2.56541 -1.17511 -0.013 0.282 -0.267 -0.0693
H -0.73465 3.43301 -5.18508 -0.005 -0.006 0.062 0.0856
H 0.54867 3.63887 -3.98620 -0.056 -0.032 0.026 0.0825
H -0.81728 4.75783 -4.01514 0.010 -0.076 -0.002 0.0897
H -0.97356 1.78775 -3.34215 -0.032 -0.031 -0.021 0.1265
H -3.15531 3.92145 -3.54865 0.047 -0.091 0.022 0.0844
H -3.42127 2.37088 -2.74672 0.111 0.023 -0.049 0.0660
H -3.00460 2.42626 -4.46352 0.000 0.031 0.033 0.0897
H -2.54381 4.56470 -1.39787 0.110 -0.057 0.075 0.1210
H -1.83114 5.11917 0.89588 0.024 -0.049 -0.081 0.1202
H 0.76805 3.34965 2.78225 -0.028 -0.049 -0.044 0.0696
H -0.42108 4.66166 2.85594 0.006 -0.016 -0.060 0.0813
H 1.18047 4.94123 2.18366 -0.039 -0.001 -0.044 0.0918
H 1.57662 2.61092 0.42613 -0.047 -0.181 0.116 0.0951
H 0.79924 1.92907 -1.78510 0.023 -0.136 -0.016 0.1278
C 1.88782 -2.74826 -6.34949 -0.037 0.008 0.037 -0.0485
C 0.73654 -2.33889 -5.46118 0.016 -0.020 -0.056 -0.2734
C 0.93509 -1.99682 -4.12816 0.068 0.020 0.057 -0.0365
C -0.12342 -1.61294 -3.32043 0.139 -0.017 -0.056 -0.0239
C -1.41455 -1.57091 -3.83323 -0.116 0.088 0.219 -0.2136
N -2.42165 -1.16343 -2.91522 0.002 -0.189 -0.045 0.1357
C -3.71843 -0.85030 -3.16537 0.015 0.324 0.004 -0.5032
O -4.28156 -0.98679 -4.22495 -0.164 -0.021 0.027 0.0956
N -4.42661 -0.30690 -2.06320 0.207 -0.176 0.027 0.1538
C -3.96438 0.27613 -0.88718 0.425 -0.302 -0.850 -0.2075
C -4.85376 0.58528 0.13185 -0.545 -0.034 0.029 0.0123
C -4.40887 1.24103 1.25411 0.088 0.216 0.440 -0.0197
C -3.06371 1.55174 1.38247 -0.450 -0.074 -0.095 -0.1115
N -2.20852 1.23642 0.41741 -0.865 0.641 -0.307 -0.0625
C -2.62846 0.64546 -0.71159 -0.550 0.335 0.254 -0.0988
C -1.64959 -1.90213 -5.16039 0.115 -0.041 -0.043 -0.0002
C -0.56650 -2.27869 -5.94761 -0.134 -0.017 -0.179 -0.0308
H 2.80874 -2.86791 -5.77769 -0.059 0.018 0.026 0.0732
H 2.07961 -2.00369 -7.12530 -0.058 0.008 0.036 0.0833
H 1.68811 -3.69500 -6.85504 -0.049 0.035 0.034 0.0818
H 1.93590 -2.02010 -3.70942 -0.044 0.003 -0.008 0.1117
H 0.07033 -1.32772 -2.28997 0.014 -0.022 0.009 0.0838
H -2.12293 -1.13619 -1.95700 0.029 -0.218 -0.087 0.0831
H -5.41256 -0.24733 -2.26501 -0.024 0.013 0.046 0.1533
H -5.90776 0.34975 0.01240 0.114 0.004 0.026 0.1302
H -5.09832 1.52814 2.03838 0.014 -0.046 -0.058 0.1200
H -2.67647 2.07684 2.24126 0.061 -0.017 0.096 0.1177
H -1.92116 0.58865 -1.52570 0.142 0.121 0.078 0.1043
H -2.65131 -1.86777 -5.56352 0.091 -0.016 0.011 0.1047
H -0.75599 -2.53893 -6.98506 0.028 0.012 0.070 0.1197
C 4.06537 -3.42926 1.51729 0.229 -0.198 0.049 -0.0218
C 2.73917 -2.75701 1.25761 -0.022 0.622 -0.095 -0.5819
C 2.09446 -3.27965 -0.00612 -0.112 -0.198 -0.209 -0.0216
C 1.82537 -2.84911 2.46023 -0.181 -0.051 0.201 -0.0160
O 3.10274 -1.33514 1.05403 0.531 -0.906 0.190 -0.1333
P 2.25983 -0.08843 0.70555 -0.570 0.284 -0.017 0.2401
O 1.26049 -0.29057 -0.42740 0.106 -0.114 -0.150 -0.3312
O 1.43708 0.43088 1.88067 0.032 0.132 0.156 -0.3355
O 3.31528 0.94347 0.22712 0.459 0.515 -0.236 -0.1428
C 4.52946 1.45600 0.90095 -0.374 -0.334 -0.101 -0.5951
C 4.72090 2.83484 0.31333 0.069 0.254 -0.080 -0.0193
C 5.66488 0.52882 0.52527 0.247 -0.091 -0.010 -0.0178
C 4.30778 1.51656 2.39784 0.111 0.014 0.252 -0.0267
H 3.91417 -4.50458 1.64630 0.025 0.094 0.010 0.0993
H 4.52720 -3.03208 2.42382 -0.024 -0.021 -0.064 0.0942
H 4.74853 -3.27597 0.67869 -0.083 -0.011 0.054 0.0963
H 1.89656 -4.34621 0.12455 -0.005 0.027 -0.070 0.1014
H 2.76118 -3.15477 -0.86172 0.002 -0.012 0.069 0.1005
H 1.15783 -2.77325 -0.24113 0.074 0.009 0.085 0.0584
H 1.51262 -3.88795 2.59489 0.044 0.028 0.039 0.1003
H 0.93340 -2.23205 2.33523 0.100 -0.038 -0.071 0.0561
H 2.34562 -2.52137 3.36285 -0.023 -0.007 -0.037 0.0993
H 4.83876 2.77908 -0.77033 -0.009 -0.018 0.059 0.0972
H 5.61604 3.29887 0.73524 -0.069 -0.041 -0.032 0.0990
H 3.86462 3.47641 0.53569 0.051 -0.047 0.010 0.0828
H 5.74034 0.44393 -0.56089 -0.013 0.014 0.074 0.0985
H 5.52656 -0.46822 0.94725 -0.037 0.093 -0.021 0.0781
H 6.60476 0.93651 0.90427 -0.023 -0.034 -0.023 0.0977
H 3.47586 2.17643 2.65199 0.051 -0.026 -0.038 0.0841
H 5.21970 1.90496 2.85787 -0.084 0.003 0.033 0.1005
H 4.10799 0.53077 2.82816 0.037 0.079 -0.110 0.0859
C -1.51482 -0.69946 5.78578 -0.139 0.072 0.177 -0.1577
C -0.57142 0.18837 5.01765 -0.041 0.016 -0.229 -0.1644
N -0.96134 0.15890 3.60560 0.016 -0.083 -0.142 0.0772
C -1.25759 -1.02123 2.95428 0.088 0.030 0.247 -0.3639
N -1.14660 -1.07068 1.64269 -0.286 -0.058 0.680 -0.0230
C -1.59621 -2.30085 0.98650 0.279 0.220 -0.164 -0.1940
C -2.72864 -2.95948 1.73210 -0.232 -0.012 -0.022 -0.1466
C -2.25084 -3.25605 3.13047 0.207 0.110 0.222 -0.1380
N -1.69615 -2.04106 3.73417 -0.129 -0.118 -0.077 -0.0208
C -1.46794 -2.08075 5.18380 -0.031 -0.144 -0.278 -0.1359
H -2.52855 -0.29661 5.72128 0.022 -0.019 0.019 0.1258
H -1.23330 -0.74266 6.83787 0.003 -0.007 -0.014 0.1255
H 0.46360 -0.14264 5.13724 0.065 -0.038 0.022 0.1283
H -0.63332 1.21887 5.35855 -0.013 0.067 -0.007 0.1246
H -0.41659 0.80187 3.04722 0.220 -0.152 -0.002 0.0780
H -0.75962 -2.99951 0.89469 0.043 -0.049 -0.007 0.1072
H -1.89790 -2.05436 -0.03187 -0.037 0.025 -0.045 0.0971
H -3.04095 -3.88074 1.23903 0.013 0.026 0.005 0.1277
H -3.58880 -2.28341 1.76814 0.008 -0.037 -0.011 0.1227
H -1.49498 -4.04835 3.11867 0.020 -0.019 -0.005 0.1307
H -3.06837 -3.59405 3.76673 -0.042 -0.006 0.025 0.1266
H -0.49947 -2.54862 5.38672 0.037 -0.038 0.008 0.1315
H -2.23383 -2.72493 5.61200 -0.047 -0.001 0.025 0.1247
```
Positions in Å, forces in eV/Å.

=====

- Which formula does entry 1 have?
  C38H58N6O5PTi